Record 1
Molecular formula: C37H32Ge2N7O5PbS
Method: DFT, ωB97M-V with the def2-TZVPD basis set

```
! wB97M-V def2-TZVPD RIJCOSX def2/J DEFGRID3
* xyz 2 2
Pb 0.7638 0.2757 0.1393
O 1.2535 6.0447 3.2474
C 1.0824 4.8924 2.6015
C 1.7693 4.5403 1.4449
C 1.5233 3.3047 0.8852
N 0.6295 2.4404 1.3765
C -0.0463 2.7952 2.4825
C 0.1578 3.9899 3.1319
C -1.0482 1.8419 3.0848
O -1.3525 1.9435 4.2496
O -1.5622 0.9369 2.2679
C 2.2839 2.9087 -0.3741
O 2.8898 3.7605 -0.9779
O 2.2059 1.6514 -0.7125
H 1.9105 6.6047 2.8141
H 2.4921 5.1901 0.9680
H -0.3880 4.2196 4.0363
S 6.6846 -4.6658 2.3642
N 5.8504 -4.6376 0.9888
C 5.0055 -3.6239 1.0820
C 4.0646 -3.2088 0.0612
C 3.9668 -3.8425 -1.1798
C 3.0635 -3.3698 -2.1023
C 2.2793 -2.2736 -1.7583
N 2.3603 -1.6630 -0.5856
C 3.2369 -2.1142 0.3274
C 3.3070 -1.4090 1.6205
N 2.4612 -0.3794 1.8418
C 2.5443 0.2879 2.9888
C 3.4588 -0.0216 3.9876
C 4.3126 -1.0801 3.7878
C 4.2388 -1.7925 2.5891
C 5.0975 -2.9263 2.3071
N 6.0122 -3.4193 3.1264
H 4.6087 -4.6881 -1.3917
H 2.9592 -3.8263 -3.0768
H 1.5563 -1.8771 -2.4633
H 1.8481 1.1058 3.1258
H 3.4809 0.5622 4.8970
H 5.0407 -1.3754 4.5326
C -2.0607 -1.1751 4.4548
Ge -2.9481 -0.0563 3.1531
C -3.6462 -1.0991 1.6676
C -4.2804 1.2241 3.7124
Ge -2.1057 -0.1656 -1.9491
C -1.3867 -1.9723 -1.9544
C -1.4754 -2.6785 -3.1570
C -1.1343 -4.0246 -3.1935
C -0.7303 -4.6732 -2.0348
C -0.6755 -3.9828 -0.8290
C -1.0029 -2.6386 -0.7887
C -2.8276 0.3698 -3.6734
C -4.0840 0.9585 -3.7759
C -4.5470 1.3981 -5.0100
C -3.7529 1.2606 -6.1388
C -2.4930 0.6812 -6.0414
C -2.0297 0.2340 -4.8131
H -2.7643 -1.4349 5.2466
H -1.2224 -0.6511 4.9082
H -1.7157 -2.0964 3.9856
H -4.4610 -1.7216 2.0461
H -2.9027 -1.7655 1.2351
H -4.0649 -0.4503 0.8971
H -5.1070 0.6854 4.1793
H -4.6715 1.7490 2.8405
H -3.8822 1.9396 4.4253
H -1.8249 -2.1977 -4.0603
H -1.2031 -4.5683 -4.1268
H -0.4770 -5.7251 -2.0664
H -0.3873 -4.4970 0.0791
H -0.9789 -2.1216 0.1622
H -4.7139 1.0726 -2.9013
H -5.5292 1.8453 -5.0884
H -4.1160 1.6018 -7.0991
H -1.8763 0.5706 -6.9237
H -1.0451 -0.2200 -4.7560
N -0.3855 3.5230 -2.9066
C -1.3634 3.8521 -1.9935
C -1.6907 2.6960 -1.3707
N -0.9099 1.6695 -1.8950
C -0.1434 2.2159 -2.8312
H 0.1095 4.1680 -3.5047
H -1.7190 4.8599 -1.8673
H -2.3905 2.5257 -0.5683
H 0.6138 1.7125 -3.4100
*
```

The value obtained for the maximum force is 0.75 eV Å⁻¹. The value obtained for the LUMO energy (spin up / spin down) is -5.356 / -7.186 eV. The calculation puts the gap between HOMO and LUMO (spin up / spin down) at 8.4 / 6.5 eV. The value obtained for the HOMO energy (spin up / spin down) is -13.7 / -13.7 eV. As for the energy above the lowest of the compared OMol25 structures with the same formula, charge and spin: 0.00 kJ/mol.

Mulliken atomic charge list, values in e, 5 entries: atom 1 (Pb): 1.45, atom 2 (O): -0.51, atom 3 (C): 0.60, atom 4 (C): -0.69, atom 5 (C): 0.03

Record 2
Molecular formula: H6O3Si6
Method: DFT, ωB97M-V with the def2-TZVPD basis set

```
! wB97M-V def2-TZVPD RIJCOSX def2/J DEFGRID3
* xyz 0 1
O 2.1773 0.7680 0.5280
O -1.1695 -0.5178 -0.9060
O -0.7936 -0.5721 2.0817
Si 1.6450 1.1096 -1.1134
Si 1.8098 0.4318 2.0290
Si -0.6379 0.9579 -0.5562
Si -1.0332 -2.1941 -0.6731
Si -0.4128 1.0113 1.8184
Si -1.8415 -1.7997 1.5996
H 2.5282 0.0110 -1.5047
H 2.1827 2.4184 -1.6646
H -1.2590 1.9047 -1.5054
H -2.1673 -3.0133 -1.3036
H -1.2484 1.9807 2.6484
H 0.2202 -2.4964 -1.4780
*
```

The value obtained for the maximum force is 2.38 eV Å⁻¹. The value obtained for the LUMO energy is -1.004 eV. The calculation puts the gap between HOMO and LUMO at 6.5 eV. The value obtained for the HOMO energy is -7.5 eV. As for the energy above the lowest of the compared OMol25 structures with the same formula, charge and spin: 25.20 kJ/mol.

Mulliken atomic charge list, values in e, 5 entries: atom 1 (O): 0.20, atom 2 (O): 0.02, atom 3 (O): 0.30, atom 4 (Si): 0.31, atom 5 (Si): -0.29